DFT (ωB97M-V with the def2-TZVPD basis set) results for C6H16N2O in the gas phase.

Its net charge is 0. The SMILES is C[C@H](CO)[C@H](N)[C@@H](C)N. The calculation puts the gap between HOMO and LUMO at 10.25 eV. The value obtained for the HOMO energy is -0.3437 Eh. The energy above the lowest of the compared OMol25 structures with the same formula, charge and spin comes out at 24.6 kcal per mole.

Each atom is followed by the atoms it is bonded to, with distances in Å.
Positions of all 25 atoms, in Å:
1 C 0.065 -0.716 0.434  C2 1.529, C3 1.643, N7 1.472, H11 1.097
2 C 0.330 -0.327 -1.021  C1 1.529, C4 1.617, C5 1.527, H12 1.097
3 C 0.319 0.483 1.528  C1 1.643, C6 1.524, N8 1.472, H13 1.098
4 C 0.062 -1.584 -2.001  C2 1.617, O9 1.417, H18 1.096, H19 1.094
5 C -0.448 0.868 -1.567  C2 1.527, H20 1.096, H21 1.091, H22 1.094
6 C 1.477 1.436 1.257  C3 1.524, H23 1.097, H24 1.094, H25 1.094
7 N -1.296 -1.250 0.615  C1 1.472, H14 1.023, H15 1.026
8 N -0.924 1.218 1.815  C3 1.472, H16 1.021, H17 1.018
9 O 0.233 -2.847 -1.380  C4 1.417, H10 0.978
10 H -0.474 -2.894 -0.706  O9 0.978
11 H 0.771 -1.508 0.711  C1 1.097
12 H 1.402 -0.116 -1.116  C2 1.097
13 H 0.560 -0.060 2.452  C3 1.098
14 H -1.419 -1.435 1.614  N7 1.023
15 H -1.941 -0.466 0.471  N7 1.026
16 H -0.797 1.783 2.655  N8 1.021
17 H -1.122 1.873 1.062  N8 1.018
18 H -0.954 -1.536 -2.409  C4 1.096
19 H 0.754 -1.532 -2.846  C4 1.094
20 H -0.272 0.978 -2.643  C5 1.096
21 H -0.141 1.806 -1.101  C5 1.091
22 H -1.526 0.752 -1.417  C5 1.094
23 H 1.728 2.007 2.161  C6 1.097
24 H 1.239 2.174 0.486  C6 1.094
25 H 2.374 0.893 0.946  C6 1.094